16
Properties=species:S:1:pos:R:3 method="wB97M-V/def2-TZVPD" multiplicity=1 total_energy_ha=-288.6651 orbital_gap_ha=0.3468 fmax_ev_per_a=0.3 de_lowest_kj_mol=307.1
C 2.8777 0.3958 0.0497
C 1.9024 -0.7482 -0.0391
C 0.6577 -0.6997 -0.4370
C -0.6053 -0.8115 -0.7713
N -1.6791 -0.6818 0.1434
C -2.7326 0.2588 -0.1833
C -1.7690 0.5428 0.9113
H 3.6648 0.3034 -0.7081
H 3.3730 0.3959 1.0280
H 2.3801 1.3601 -0.0835
H 2.2696 -1.7297 0.2658
H -0.8968 -1.0780 -1.7862
H -3.7408 -0.0792 0.0445
H -2.6308 0.8345 -1.1026
H -1.0080 1.2985 0.7162
H -2.0630 0.4384 1.9524

70
Properties=species:S:1:pos:R:3 method="wB97M-V/def2-TZVPD" multiplicity=1 total_energy_ha=-5967.8454 orbital_gap_ha=0.1126 fmax_ev_per_a=2.9 de_lowest_kj_mol=0.0 charge=-1
Pb 0.8368 1.8665 0.9370
Br 0.9447 4.6609 0.1228
O 2.5002 0.6600 2.3637
C 3.3808 -0.3886 2.0702
C 4.1687 -1.0964 3.1997
O 4.4535 -0.4261 4.3719
H 4.1840 0.0244 1.4227
H 2.9101 -0.9715 1.2517
H 5.0254 -1.6407 2.7491
H 3.6652 -2.0647 3.4440
O 0.1323 -0.8286 0.4314
S -0.1003 -2.2261 0.1556
O -1.3444 -2.7370 -0.3654
O 1.0968 -2.6815 -0.8887
C 0.8876 -3.8682 -1.6627
C 2.3602 -4.3366 -1.8257
C 0.4510 -3.2490 1.5888
H 0.4496 -3.5919 -2.6226
H 0.2086 -4.5448 -1.1440
H 2.4846 -5.1178 -2.5807
H 2.7026 -4.8572 -0.9293
H 3.0700 -3.5463 -2.0537
H -0.3041 -4.0269 1.6598
H 0.5739 -2.5051 2.3744
H 1.4080 -3.6834 1.3136
O -1.0579 1.7659 -3.5379
S -1.6392 1.6657 -2.2057
O -0.8050 1.6359 -1.0372
O -2.6527 2.9147 -1.9458
C -3.1161 3.1523 -0.6288
C -4.4496 3.9457 -0.7596
C -2.8934 0.3773 -2.2413
H -2.3979 3.6948 -0.0155
H -3.3793 2.1854 -0.2018
H -4.4138 4.7130 -1.5355
H -4.4597 4.6145 0.1050
H -5.3289 3.3202 -0.8832
H -3.3803 0.2251 -1.2783
H -2.4499 -0.5835 -2.4991
H -3.6271 0.7029 -2.9749
O -1.5947 1.2130 1.6614
S -2.7707 0.5490 2.2053
O -3.8303 0.2894 1.2548
O -2.4145 -0.8517 2.9274
C -3.3625 -1.9347 2.9071
C -2.8588 -3.1627 3.6465
C -3.4384 1.4771 3.6244
H -3.5620 -2.0769 1.8460
H -4.2586 -1.6056 3.4412
H -3.6535 -3.9076 3.5879
H -2.4466 -2.9546 4.6292
H -2.1143 -3.6555 3.0166
H -2.6491 2.0601 4.0922
H -3.8714 0.7866 4.3489
H -4.3071 2.0841 3.3726
O 2.0359 1.2288 -1.2117
S 2.5861 0.5681 -2.3945
O 1.7634 -0.2164 -3.2467
O 3.2243 1.7674 -3.3381
C 3.3176 3.0998 -2.8525
C 2.3545 4.0649 -3.5461
C 4.1633 -0.2767 -2.0154
H 4.3301 3.4047 -3.1445
H 3.4049 3.1388 -1.7661
H 2.5718 4.1152 -4.6105
H 2.5257 5.0336 -3.0763
H 1.3490 3.7192 -3.3068
H 4.6599 0.3649 -1.2865
H 4.8149 -0.2111 -2.8836
H 3.9359 -1.2645 -1.6262

19
Properties=species:S:1:pos:R:3 method="wB97M-V/def2-TZVPD" multiplicity=1 total_energy_ha=-327.6537 orbital_gap_ha=0.2378 fmax_ev_per_a=0.5 de_lowest_kj_mol=111.1 charge=-1
C -0.6505 -1.5587 -1.6364
C 0.8343 -1.4022 -1.6136
C 1.6675 -2.3235 -2.0910
H -1.0755 -0.7444 -2.2231
H -0.9279 -2.5354 -2.0412
H -1.0654 -1.4042 -0.6409
H 1.1889 -0.4555 -1.2173
H 2.7459 -2.2466 -2.0305
H 1.2795 -3.2769 -2.4481
C 0.2724 1.3516 0.6110
O -0.1313 1.3154 -0.6733
C -0.8737 1.7277 1.5701
N -0.5316 1.6089 3.0046
H 0.6910 0.3759 0.9909
H 1.0986 2.0846 0.8284
H -1.1516 2.7621 1.3396
H -1.7346 1.1094 1.3039
H -0.4263 2.5202 3.4237
H -1.2094 1.0916 3.5433